{"formula": "C6H6S2", "method": "wB97M-V/def2-TZVPD", "symbols": ["S", "C", "C", "C", "C", "S", "C", "C", "H", "H", "H", "H", "H", "H"], "xyz": [[-3.10738, -0.32286, 0.10749], [-1.43315, -0.28844, -0.09601], [-0.88088, 1.04412, -0.54444], [0.31511, 1.53048, -0.26279], [1.29534, 0.80395, 0.63488], [2.03310, -0.64078, -0.17835], [0.64359, -1.65742, -0.17120], [-0.67493, -1.51785, -0.06731], [-1.54835, 1.68226, -1.06494], [0.62390, 2.58176, -0.58626], [0.80300, 0.47480, 1.64385], [2.12071, 1.52398, 0.91074], [0.98275, -2.69682, -0.26017], [-1.17280, -2.51718, -0.06548]], "smiles": "S=C1C=CCSC=C1", "homo_lumo_gap_ha": 0.2750}